#A
This record from the OMol25 dataset describes a 4-piece molecular cluster, C6H21NO5 overall. The level of theory is ωB97M-V/def2-TZVPD.

Geometry (Å):
C 7.71 5.54 5.68
O 7.76 6.20 6.91
C 9.05 6.27 7.41
C 8.98 6.41 8.94
N 8.65 5.19 9.67
C 8.35 5.40 11.08
C 8.20 4.14 11.82
O 7.23 3.27 11.26
C 5.92 3.71 11.48
H 7.95 6.11 4.77
H 6.66 5.15 5.58
H 8.45 4.70 5.63
H 9.55 6.99 6.75
H 9.57 5.36 7.18
H 8.17 7.12 9.15
H 9.96 6.69 9.35
H 7.74 4.92 9.25
H 7.43 5.95 11.15
H 9.10 6.01 11.63
H 7.95 4.37 12.86
H 9.14 3.59 11.80
H 5.76 4.72 11.11
H 5.68 3.78 12.52
H 5.23 3.03 11.03
O 12.74 6.24 8.96
H 13.59 6.23 8.50
H 12.47 5.28 8.92
O 11.17 3.66 9.09
H 11.01 3.25 8.20
H 10.29 4.08 9.34
O 11.69 5.22 5.76
H 11.99 5.57 6.61
H 12.45 4.86 5.29

The value obtained for the HOMO energy is -9.4 eV. The value obtained for the gap between HOMO and LUMO is 10.0 eV. Its SMILES is COCCNCCOC.O.O.O. The value obtained for the LUMO energy is 0.53 eV.


#B
This record from the OMol25 dataset describes a 5-piece molecular cluster, C6H21NO5 overall. The level of theory is ωB97M-V/def2-TZVPD.

Geometry (Å):
C 0.14 -0.73 -1.08
C -0.70 0.09 -0.39
C -0.02 1.22 0.34
C 0.48 0.70 1.75
C 1.47 -0.43 1.76
O 0.75 -1.71 1.70
N -2.07 -0.11 -0.45
C -2.99 0.56 0.50
H -0.21 -1.42 -1.89
H 1.16 -0.44 -1.28
H 0.81 1.62 -0.28
H -0.64 2.04 0.70
H -0.38 0.38 2.43
H 0.84 1.66 2.27
H 2.10 -0.60 2.60
H 2.17 -0.57 0.86
H 0.06 -1.65 1.02
H -2.25 -1.09 -0.63
H -3.13 1.63 0.35
H -3.97 0.06 0.51
H -2.68 0.46 1.56
O 2.04 -1.18 -3.56
H 1.43 -1.89 -3.70
H 1.72 -0.48 -2.99
O 2.78 -2.39 -0.15
H 2.79 -3.28 -0.48
H 2.02 -2.27 0.46
O -2.26 1.44 3.22
H -1.76 2.00 3.84
H -2.92 2.12 3.00
O 0.03 2.52 -3.13
H 0.21 1.58 -3.36
H 0.34 3.02 -3.88

The value obtained for the HOMO energy is -8.0 eV. The value obtained for the gap between HOMO and LUMO is 8.4 eV. Its SMILES is C=C(CCCO)NC.O.O.O.O. The value obtained for the LUMO energy is 0.34 eV.


The structure with the least stability is #B.


#A
This record from the OMol25 dataset describes a 2-piece molecular cluster, C2H5BrSi overall. The level of theory is ωB97M-V/def2-TZVPD.

Geometry (Å):
C -1.70 1.15 -0.14
C -0.32 -0.30 0.37
Si 1.51 -0.39 -0.16
Br -1.57 -1.71 0.88
H -2.61 0.72 0.09
H -1.37 2.15 -0.02
H 2.14 0.84 -0.63
H 2.55 -0.99 0.79
H 1.38 -1.47 -1.17

The value obtained for the HOMO energy (alpha / beta) is -9.4 / -8.6 eV. The value obtained for the gap between HOMO and LUMO (alpha / beta) is 8.9 / 8.3 eV. The value obtained for the LUMO energy (alpha / beta) is -0.47 / -0.27 eV.


#B
This record from the OMol25 dataset describes a 2-piece molecular cluster, C2H5BrSi overall. The level of theory is ωB97M-V/def2-TZVPD.

Geometry (Å):
C 0.49 1.14 0.15
C -0.61 0.65 0.09
Si -1.74 -0.79 -0.09
H 1.27 1.61 0.58
H -2.58 -0.48 1.07
H -1.05 -1.95 0.22
H -2.22 -0.57 -1.44
Br 4.51 -0.11 -0.07
H 3.64 -1.20 0.52

The value obtained for the HOMO energy is -10.4 eV. The value obtained for the gap between HOMO and LUMO is 10.8 eV. Its SMILES is C#C[SiH3].Br. The value obtained for the LUMO energy is 0.42 eV.


The structure with the least stability is #A.


#A
This record from the OMol25 dataset describes a single C3H4N2O3 molecule. The level of theory is ωB97M-V/def2-TZVPD.

Geometry (Å):
N -1.59 -2.34 -0.59
C -0.95 -1.48 -0.17
C -0.27 -0.34 0.40
C 1.06 -0.10 -0.35
O 1.94 0.59 0.48
N -1.26 0.91 0.25
O -2.33 0.94 0.78
O -0.85 1.67 -0.59
H -0.05 -0.47 1.56
H 0.95 0.41 -1.30
H 1.47 -1.15 -0.50
H 1.88 1.37 0.03

The value obtained for the HOMO energy is -11.5 eV. The value obtained for the gap between HOMO and LUMO is 11.2 eV. Its SMILES is N#C[C@@H](CO)[N+](=O)[O-]. The value obtained for the LUMO energy is -0.31 eV.


#B
This record from the OMol25 dataset describes a single C3H4N2O3 molecule. The level of theory is ωB97M-V/def2-TZVPD.

Geometry (Å):
H -1.93 1.85 -0.20
N -1.98 0.86 -0.02
C -0.83 0.49 0.36
C 0.51 1.02 0.19
C 1.34 -0.08 0.09
O 2.66 -0.17 -0.11
O 0.69 -1.26 0.27
N -0.73 -0.97 0.67
O -1.53 -1.66 -0.23
H 0.83 2.01 -0.11
H 2.88 -1.11 -0.05
H -1.91 -0.98 -0.85

The value obtained for the HOMO energy is -9.1 eV. The value obtained for the gap between HOMO and LUMO is 9.6 eV. Its SMILES is [H]/N=c1\cc(O)on1O. The value obtained for the LUMO energy is 0.52 eV.


The structure with the least stability is #A.


#A
This record from the OMol25 dataset describes a single C8H10 molecule. The level of theory is ωB97M-V/def2-TZVPD.

Geometry (Å):
C -1.83 1.50 0.75
C -2.04 0.38 1.58
C -0.90 -0.71 1.39
C -0.27 -0.04 -0.09
C 1.23 -0.24 -0.30
C 1.67 0.03 -1.61
C 1.78 -1.50 -1.17
C -0.79 1.28 -0.21
H -2.59 2.22 0.73
H -2.91 0.60 2.36
H -0.47 -0.14 2.35
H -1.26 -1.81 1.45
H 1.78 -0.10 0.76
H 0.73 -0.07 -2.38
H 2.63 0.79 -1.88
H 1.06 -2.10 -1.88
H 2.64 -2.19 -0.88
H -0.45 2.10 -0.97

The value obtained for the HOMO energy is -8.0 eV. The value obtained for the gap between HOMO and LUMO is 8.4 eV. Its SMILES is C1=CCC(C2CC2)=C1. The value obtained for the LUMO energy is 0.42 eV.


#B
This record from the OMol25 dataset describes C8H10 as an isolated structure. The level of theory is ωB97M-V/def2-TZVPD.

Geometry (Å):
C -0.57 0.61 -1.25
C -0.93 0.60 -2.53
C 0.81 0.58 -0.59
C -1.12 0.51 0.09
C 0.54 -0.70 0.16
C 0.16 0.56 0.81
C 0.26 -2.12 0.01
C 0.59 1.15 2.17
H -1.96 0.33 -2.79
H -0.29 0.77 -3.37
H 1.73 0.88 -0.93
H -2.13 0.37 0.55
H -0.29 -2.28 -0.84
H -0.07 -2.50 0.95
H 1.14 -2.77 0.03
H 0.26 2.10 2.38
H 1.57 1.33 2.18
H 0.30 0.59 2.95

The value obtained for the HOMO energy is -7.1 eV. The value obtained for the gap between HOMO and LUMO is 7.8 eV. The value obtained for the LUMO energy is 0.67 eV.


#C
This record from the OMol25 dataset describes a single C8H10 molecule. The level of theory is ωB97M-V/def2-TZVPD.

Geometry (Å):
C -0.17 1.37 0.87
C -0.41 0.26 1.56
C -0.44 -0.99 0.79
C -0.79 -0.81 -0.66
C -0.70 0.53 -1.24
C 0.43 1.06 -0.41
C 1.39 -0.09 -0.38
C 0.55 -1.36 -0.22
H -0.24 2.57 1.05
H -0.46 0.01 2.72
H -1.17 -1.91 1.16
H -1.56 -1.28 -1.34
H -1.59 0.96 -1.26
H -0.32 0.30 -2.24
H 0.84 1.81 -1.07
H 2.19 -0.08 -1.17
H 2.05 0.24 0.50
H 1.09 -2.36 -0.22

The value obtained for the HOMO energy is -8.8 eV. The value obtained for the gap between HOMO and LUMO is 9.8 eV. Its SMILES is C1=C[C@H]2[C@H]3C[C@@H]1C[C@@H]23. The value obtained for the LUMO energy is 0.98 eV.


The structure with the least stability is #A.